A cluster of 4 separate species, C3H14NO3S in total in a non-equilibrium geometry, computed with ωB97M-V/def2-TZVPD.

XYZ file:
```
22
C3H14NO3S (ωB97M-V/def2-TZVPD)
C -0.92114 1.36404 -2.12925
N -0.53098 0.48820 -1.08367
C 0.85688 0.18805 -1.21559
C 1.20963 -0.78210 0.00519
S 0.79301 -0.06009 1.69217
H -0.02939 2.00620 -2.51249
H -1.97351 1.86925 -2.07624
H -1.10193 0.86787 -3.09028
H -0.79769 0.75278 -0.09917
H 1.20002 -0.50764 -2.03615
H 1.41097 1.13758 -1.37966
H 2.19794 -1.27362 -0.06059
H 0.45965 -1.58810 -0.04921
H 1.37225 1.96696 0.36447
H 0.90675 3.46351 0.04451
O 1.67788 2.89681 0.22252
H -1.40650 -1.18478 -1.40584
H -1.76429 -2.14780 -0.26172
O -1.77010 -2.07840 -1.28128
H -2.24809 -1.39680 2.41354
H -0.80065 -1.43122 1.95272
O -1.56641 -2.01968 2.15189
```

## Properties
LUMO energy = 3.493 eV
Net charge = -1
Total energy = -801.37948 Eh
Relative energy (zero: lowest compared OMol25 entry of this formula, charge and spin) = 163.0 kJ/mol
Orbital gap = 7.11 eV